# 1
{"formula": "C25H45Cl2PYb", "method": "ωB97M-V/def2-TZVPD", "s_squared": 0.752, "charge": -1, "relative_energy_kj_mol": 251.3, "spin_multiplicity": 2, "fmax_ha_per_bohr": 0.0634, "orbital_gap_ha": [0.116, 0.125], "energy_ha": -3400.00423, "elements": ["Yb", "Cl", "P", "C", "H", "H", "C", "C", "C", "H", "C", "H", "H", "C", "H", "H", "C", "H", "H", "C", "H", "H", "H", "H", "C", "C", "H", "C", "H", "H", "C", "H", "H", "C", "H", "H", "C", "H", "H", "H", "H", "C", "H", "C", "H", "H", "C", "H", "H", "C", "H", "H", "C", "H", "H", "H", "H", "C", "C", "H", "C", "H", "C", "H", "H", "C", "H", "H", "C", "H", "H", "H", "H", "Cl"], "xyz": [[-3.61106, 0.13406, 0.52039], [-1.79313, 1.69266, 0.98100], [0.50380, -1.61357, -1.62021], [1.27818, -0.18153, -0.58497], [0.43042, 0.24330, 0.02949], [1.92739, -0.71024, 0.14322], [-1.25739, -1.43581, -2.21192], [0.39492, -3.30610, -0.76018], [-1.60635, -2.11775, -3.54260], [-1.81107, -1.97858, -1.41751], [-3.10242, -2.00242, -3.88398], [-1.03561, -1.67102, -4.36816], [-1.34075, -3.18384, -3.53630], [-3.61762, -0.56562, -3.78054], [-3.27467, -2.39298, -4.89762], [-3.66108, -2.64930, -3.19331], [-3.26886, 0.04055, -2.41086], [-3.15314, 0.02918, -4.57793], [-4.70330, -0.53888, -3.94401], [-1.75569, 0.01145, -2.17774], [-3.64607, 1.07047, -2.33746], [-3.78105, -0.61409, -1.66088], [-1.22252, 0.60325, -2.94019], [-1.48924, 0.47875, -1.21024], [1.61446, -1.78776, -3.08164], [1.76462, -3.88326, -0.35658], [-0.16689, -2.99585, 0.13881], [1.66874, -5.16151, 0.50331], [2.33585, -4.12856, -1.26587], [2.34545, -3.12885, 0.18806], [0.80934, -6.26652, -0.12168], [2.67583, -5.54969, 0.69234], [1.24768, -4.90639, 1.48376], [-0.54169, -5.72843, -0.60324], [1.34479, -6.72023, -0.96754], [0.65822, -7.07385, 0.60905], [-0.44858, -4.42429, -1.42637], [-1.03912, -6.50436, -1.20073], [-1.18837, -5.55145, 0.26651], [-0.01731, -4.68628, -2.40467], [-1.47962, -4.09546, -1.60783], [1.46800, -0.53328, -3.94312], [2.62253, -1.80151, -2.62120], [2.63211, -0.43417, -4.93671], [0.51422, -0.56714, -4.49485], [1.44118, 0.37150, -3.32123], [2.73991, -1.67495, -5.82117], [2.49629, 0.46764, -5.54656], [3.55965, -0.30181, -4.35816], [2.68586, -2.99054, -5.03333], [1.92801, -1.66083, -6.55866], [3.67415, -1.62713, -6.38564], [1.55485, -3.04257, -3.98925], [2.57865, -3.83184, -5.72727], [3.64020, -3.13903, -4.50879], [0.58713, -3.09374, -4.51348], [1.64035, -3.97074, -3.40280], [1.25750, 2.18308, -1.67862], [2.05473, 1.05615, -1.04343], [0.97343, 2.09180, -2.72915], [2.91054, 1.63523, 0.12677], [2.82277, 0.82613, -1.81323], [2.23778, 2.68086, 1.00428], [3.30114, 0.84683, 0.77510], [3.76834, 2.12477, -0.35805], [1.74565, 3.88181, 0.20185], [1.38234, 2.25271, 1.53710], [2.95385, 3.02443, 1.76329], [0.87715, 3.41001, -0.99242], [1.14081, 4.53793, 0.83688], [2.60475, 4.47003, -0.15101], [-0.12609, 3.21922, -0.58856], [0.78921, 4.21220, -1.73854], [-3.44150, -2.29715, 0.44871]], "forces_ev_per_angstrom": [[-1.3988, 0.9941, 0.4151], [0.9810, 0.7306, 0.4422], [0.2195, -0.2785, -0.9176], [-1.5739, -1.3929, 1.8846], [0.4807, -0.6698, -0.5572], [-0.2716, -0.4352, -0.2033], [-0.0653, 0.0226, 0.6830], [0.0089, 0.2835, 0.7230], [0.2049, -0.1764, -0.5481], [0.2023, 0.2415, -0.2306], [-0.0248, -0.0768, 0.2970], [-0.1466, -0.0013, 0.2249], [-0.0351, 0.3159, 0.0464], [-0.0174, 0.0102, 0.0731], [0.0836, 0.0455, 0.2208], [-0.0138, 0.1482, -0.0514], [-0.0330, -0.3244, -0.3816], [-0.0487, 0.0628, 0.1207], [0.2019, -0.0114, 0.0263], [0.2551, 0.1421, 0.1816], [0.0085, -0.2459, 0.0847], [0.1961, 0.3854, -0.6305], [-0.2408, -0.0038, 0.2362], [-0.0495, -0.0801, -0.4803], [0.1530, -0.3359, 0.0443], [0.1665, 0.0096, -0.0266], [0.1841, -0.2244, 0.0790], [-0.2032, 0.0918, 0.0793], [-0.1092, 0.1030, 0.1025], [-0.0416, -0.1045, -0.0888], [0.0978, 0.1755, -0.1930], [-0.0657, 0.1292, -0.0204], [0.0061, 0.0735, -0.0942], [0.0588, 0.1765, 0.4382], [-0.0093, 0.1333, 0.0339], [0.0029, 0.1746, -0.1630], [-0.1304, -0.0520, -0.5910], [0.0060, 0.2808, 0.0216], [0.0902, 0.0625, -0.0904], [-0.0746, 0.1371, 0.1937], [0.2744, 0.0486, 0.0725], [0.2216, 0.4754, -0.1363], [-0.2192, 0.2425, -0.0955], [-0.1138, 0.0646, 0.2741], [0.3077, -0.0122, 0.1530], [-0.0319, -0.2251, -0.2223], [-0.1073, 0.0053, -0.0144], [0.1358, -0.1740, 0.0727], [-0.1476, 0.0109, -0.1318], [0.1000, 0.0608, 0.2652], [-0.0127, -0.0181, 0.0715], [-0.0314, -0.0833, -0.0852], [-0.2716, -0.0598, 0.0429], [0.0207, 0.0628, 0.0902], [-0.0692, 0.0556, -0.0540], [0.3223, 0.0700, 0.1986], [0.0530, 0.3094, -0.1918], [1.5048, -1.7636, -0.9505], [0.6351, 2.3355, -2.1816], [0.1760, 0.0246, 0.1482], [0.0246, -0.1691, -0.2148], [-0.2136, -0.8459, 0.4672], [-0.3309, 0.2654, 0.1110], [0.0874, -0.1840, 0.0115], [-0.1270, -0.1868, 0.0719], [-0.1394, -0.2067, -0.6630], [-0.0136, -0.0954, 0.0123], [-0.0637, -0.1603, 0.0044], [-1.0698, 0.5932, 0.8685], [0.0999, -0.0085, 0.0130], [0.0392, -0.1406, -0.0594], [-0.3042, 0.8598, 0.4350], [-0.0807, 0.0858, 0.2670], [0.2901, -1.7532, -0.0339]]}

=====

# 2
{"formula": "C5H10O", "method": "ωB97M-V/def2-TZVPD", "charge": 0, "relative_energy_kj_mol": 516.4, "fmax_ha_per_bohr": 0.0419, "orbital_gap_ha": 0.325, "energy_ha": -271.55594, "elements": ["C", "C", "C", "C", "C", "O", "H", "H", "H", "H", "H", "H", "H", "H", "H", "H"], "xyz": [[-0.58165, 1.36849, -0.59104], [-0.64384, 0.05046, 0.17060], [-1.43670, -1.02846, -0.55867], [1.47676, -0.51950, -0.62339], [1.96498, 0.04580, 0.62634], [0.67172, -0.55132, 0.86304], [0.12727, 2.06304, -0.13443], [-1.57916, 1.83568, -0.51875], [-0.31958, 1.23664, -1.64302], [-1.09816, 0.21435, 1.13474], [-2.50704, -0.76328, -0.50619], [-1.31694, -1.99328, -0.06092], [-1.15660, -1.12774, -1.61161], [1.81948, -1.55628, -0.64896], [2.71709, -0.50387, 1.19499], [1.94910, 1.12097, 0.76675]], "forces_ev_per_angstrom": [[0.2571, -0.0950, 0.1776], [-0.1315, 0.0624, 1.1694], [0.3261, -0.0340, 0.1566], [0.7273, -0.5699, -0.8303], [0.1586, 0.3223, -0.2527], [-1.5738, -0.0314, -1.4723], [-0.0549, -0.0317, -0.0628], [0.2642, -0.2267, 0.0670], [-0.0060, -0.0905, 0.2833], [-0.7150, 0.3156, 0.2074], [0.4093, 0.0201, 0.0356], [-0.0022, 0.0616, -0.0534], [0.1266, 0.0861, 0.2372], [0.2188, -0.1718, -0.0351], [-0.2263, 0.2817, 0.2625], [0.2217, 0.1013, 0.1100]]}

=====

# 3
{"formula": "C33H57F3O21", "method": "ωB97M-V/def2-TZVPD", "charge": 0, "fmax_ha_per_bohr": 0.1196, "orbital_gap_ha": 0.361, "smiles": "O=C1OC[C@@H](F)O1.O=C1OC[C@@H](F)O1.O=C1OC[C@@H](F)O1.CCOC(C)=O.CCOC(C)=O.CCOC(C)=O.CCOC(C)=O.CCOC(C)=O.CCOC(C)=O", "energy_ha": -3171.34230, "elements": ["O", "C", "O", "C", "C", "F", "O", "H", "H", "H", "O", "C", "O", "C", "C", "F", "O", "H", "H", "H", "O", "C", "O", "C", "C", "F", "O", "H", "H", "H", "C", "C", "O", "C", "C", "O", "H", "H", "H", "H", "H", "H", "H", "H", "C", "C", "O", "C", "C", "O", "H", "H", "H", "H", "H", "H", "H", "H", "C", "C", "O", "C", "C", "O", "H", "H", "H", "H", "H", "H", "H", "H", "C", "C", "O", "C", "C", "O", "H", "H", "H", "H", "H", "H", "H", "H", "C", "C", "O", "C", "C", "O", "H", "H", "H", "H", "H", "H", "H", "H", "C", "C", "O", "C", "C", "O", "H", "H", "H", "H", "H", "H", "H", "H"], "xyz": [[2.72764, 3.22315, 3.68630], [2.40193, 2.10724, 3.58509], [1.21031, 1.67761, 3.98219], [1.06389, 0.27200, 3.77280], [2.18952, -0.07466, 2.87848], [1.80830, -0.12037, 1.56654], [3.10381, 0.98238, 3.17457], [1.12965, -0.19109, 4.75037], [0.07313, 0.10431, 3.33083], [2.72382, -0.95857, 3.16905], [-6.00640, 0.18591, 1.72616], [-5.85121, -0.92699, 1.33161], [-6.69743, -1.69393, 0.62836], [-6.17118, -3.05759, 0.53601], [-4.76943, -2.90942, 0.95406], [-3.97586, -2.79174, -0.22191], [-4.73476, -1.70947, 1.61955], [-6.68541, -3.69826, 1.27820], [-6.36125, -3.46252, -0.43754], [-4.34942, -3.56329, 1.71202], [-0.46116, 3.68440, 1.48880], [-1.49476, 3.23560, 1.78958], [-2.56722, 3.12624, 0.98516], [-3.59406, 2.49779, 1.72273], [-3.04021, 2.21388, 3.14219], [-2.84819, 0.88817, 3.40505], [-1.76661, 2.80399, 3.07634], [-4.52552, 3.11645, 1.71052], [-3.89093, 1.54800, 1.29535], [-3.53832, 2.62489, 4.01849], [-3.69472, -1.35894, -3.19134], [-2.42754, -0.72765, -3.56823], [-2.80248, 0.76299, -3.76959], [-1.67366, 1.43824, -4.10390], [-2.05849, 2.83073, -4.25292], [-0.59343, 0.95410, -4.20346], [-4.13447, -0.98760, -2.25654], [-3.55872, -2.41522, -3.09534], [-4.43320, -1.23118, -3.99106], [-1.71492, -0.78716, -2.73302], [-1.90691, -1.10607, -4.46779], [-1.31038, 3.35312, -4.76618], [-2.10985, 3.23025, -3.22888], [-3.06340, 2.89733, -4.75640], [1.26816, -1.92984, -3.72604], [0.62563, -3.24971, -4.14612], [-0.44960, -3.54985, -3.18941], [-0.84211, -4.81727, -3.18996], [-1.88415, -5.02710, -2.11183], [-0.41390, -5.60960, -3.96049], [1.74859, -1.96248, -2.75846], [0.48136, -1.13449, -3.70986], [2.02850, -1.59257, -4.43679], [0.23520, -3.23383, -5.16736], [1.32381, -4.06337, -4.06662], [-1.78852, -6.01274, -1.70692], [-2.90763, -5.04949, -2.56416], [-1.78906, -4.28951, -1.31866], [1.55443, 2.30243, -2.09832], [0.64905, 1.98539, -0.98113], [0.36892, 0.53342, -1.08538], [-0.39498, 0.08656, -0.05993], [-0.61854, -1.37452, -0.22288], [-0.81250, 0.76117, 0.85176], [1.93253, 3.34352, -2.07592], [1.03979, 2.04797, -3.03072], [2.45680, 1.68803, -2.08208], [1.06258, 2.07321, 0.01120], [-0.29770, 2.52999, -0.98132], [-1.65803, -1.59169, 0.05407], [0.03842, -1.89126, 0.47044], [-0.44052, -1.72979, -1.26416], [-1.57520, -2.64574, 4.16811], [-1.36950, -2.34766, 5.65646], [-1.28816, -0.89932, 5.87853], [-0.93317, -0.58802, 7.18082], [-1.10753, 0.88922, 7.25593], [-0.69491, -1.35785, 7.99220], [-0.87596, -2.01282, 3.63186], [-2.62781, -2.41579, 3.91378], [-1.36790, -3.71828, 4.03638], [-2.16966, -2.77038, 6.27032], [-0.45358, -2.74860, 6.03017], [-0.65367, 1.30554, 8.15699], [-2.18288, 1.01857, 7.18065], [-0.65937, 1.36130, 6.38443], [3.29193, -4.19617, -1.14253], [4.29142, -3.09330, -0.97924], [4.43834, -2.45269, -2.25469], [5.45151, -1.61838, -2.44633], [5.47688, -1.06337, -3.89121], [6.21293, -1.43363, -1.52525], [2.26121, -3.77290, -1.25674], [3.42429, -4.85038, -0.30953], [3.58295, -4.72373, -2.06666], [3.90561, -2.29796, -0.30745], [5.26768, -3.45215, -0.71839], [5.17069, -1.80152, -4.63683], [6.50873, -0.72819, -4.10455], [4.87790, -0.16417, -3.91591], [1.88090, 6.54422, -1.52483], [3.36145, 6.34063, -1.45532], [3.53992, 5.33408, -0.45582], [4.83374, 5.15947, -0.10126], [4.99304, 3.98053, 0.77489], [5.73976, 5.78514, -0.53484], [1.71820, 7.28966, -2.32231], [1.41743, 6.88580, -0.58387], [1.44993, 5.58360, -1.82908], [3.77404, 5.97713, -2.38931], [3.84907, 7.28338, -1.18848], [4.28942, 4.01533, 1.57255], [6.01332, 3.98314, 1.08034], [4.79999, 3.18661, 0.05076]], "forces_ev_per_angstrom": [[1.4871, 1.1837, -0.3812], [-1.0382, -1.9586, 0.4270], [-1.2585, -0.1542, 0.0948], [-1.5560, 0.6895, 0.4237], [1.1122, 0.7993, 0.8599], [0.5808, 0.1402, 0.1723], [0.3336, 0.4583, -1.3653], [0.0479, -0.3805, 0.0470], [0.2928, -0.0224, 0.0749], [0.1043, -0.6955, -0.3925], [0.0673, -0.8421, -0.5688], [0.4624, -0.4890, 0.4794], [-0.0590, -0.5129, -0.2881], [-1.8965, 0.0247, 1.2234], [1.5342, 0.9755, -0.6485], [-0.2905, -0.4507, 1.2499], [-0.1310, 1.6873, 0.2978], [-0.0789, 0.4740, -0.3250], [0.1964, 0.0698, -0.5502], [0.2405, -0.9305, -0.8432], [1.3928, 0.7656, -0.5788], [-0.5534, -0.4353, 0.9750], [-0.0149, -0.2984, 0.7290], [-1.9489, -0.3199, 0.5803], [1.0416, 0.7550, -0.3692], [-0.3457, -0.3075, -0.2983], [-0.2526, 0.2122, -0.6863], [0.9186, -0.2076, 0.2155], [0.2608, -0.2137, -0.3096], [-0.3923, 0.0547, -0.2767], [-1.5298, -0.3286, -0.4130], [0.3616, 2.0608, 0.3912], [1.9506, -2.8937, 0.0130], [-2.0880, -0.2828, 0.3785], [-1.5661, 0.9380, 0.2861], [1.1904, -0.5370, -0.2765], [0.3406, 0.0726, -0.2477], [0.1676, -0.8176, 0.2283], [-0.0031, 0.0756, 0.1487], [-0.0809, 0.2908, -0.3985], [-0.6215, 0.2661, 0.3429], [0.9433, 0.9151, -0.8564], [-0.2576, 0.1086, -0.3106], [1.0976, 0.1347, 0.6303], [-1.2458, 0.7197, -0.5169], [0.2349, 0.4917, 0.6928], [0.7236, 1.2233, -0.4500], [-0.8699, 0.8128, 0.9447], [-0.7232, -0.2180, -0.6434], [0.2227, -1.5768, -0.7838], [-0.0072, -0.2217, 0.2888], [0.7129, -0.5013, 0.0707], [-0.1262, -0.2659, -0.0826], [-0.1324, 0.0551, 0.2192], [0.3469, -0.3479, -0.1472], [0.3340, -0.6364, 0.3058], [0.7982, 0.4717, 0.2892], [-0.2269, 0.0889, -0.1523], [0.8983, 0.3986, -0.9766], [-0.3821, -1.1424, 0.8619], [-0.8204, 0.9078, 0.8273], [0.5322, 0.1192, -0.9022], [-0.6948, -0.6967, -0.5342], [0.0014, -0.1580, -0.3057], [-0.5617, -0.4207, -0.0541], [0.2194, 0.4404, -0.0111], [-0.0396, -0.1620, 0.2283], [0.3271, 0.5636, 0.2105], [0.0636, -0.0626, -0.1494], [0.2474, -0.0607, 0.0174], [0.1059, -0.1802, 0.0502], [0.0439, 0.2962, 0.8648], [-0.4653, 0.1768, 1.2883], [-0.3914, 0.7365, -0.2212], [-0.0122, -1.6086, 0.0976], [-1.8022, 3.6063, -4.6426], [0.6605, 0.3786, 0.3584], [1.3524, -3.5272, 3.7953], [-0.0898, -0.1636, -0.4969], [0.6666, -0.0521, -0.2357], [-0.0676, 0.3949, -0.2822], [-0.0151, 0.1625, -0.0388], [0.6930, -0.5034, 0.1083], [-0.4011, -0.0448, -0.0105], [-0.1048, 0.4351, 0.2754], [-0.0343, 0.0260, -0.0655], [-0.2388, 0.6342, -1.2953], [-0.4737, 1.4458, -0.1411], [-1.3036, -0.3955, -1.3861], [0.3446, -0.4520, 0.4063], [1.2780, -0.0539, 1.0649], [0.4944, 0.9023, -0.8782], [0.7802, -0.6634, 0.2364], [-0.4656, -0.5869, 0.5883], [-0.4014, -0.0763, 0.3685], [0.6087, -0.5993, 0.0964], [0.3892, -0.1086, 0.6257], [-0.1682, 0.1757, 0.3252], [-0.4534, -0.2933, 0.1325], [-0.4596, 0.0782, -0.1361], [-0.4143, 0.1526, -0.8720], [-0.4624, 0.4554, 0.6816], [0.7847, 0.3446, 0.0894], [-1.1176, -0.8971, 0.3889], [-0.0910, 0.2273, -1.0063], [1.1593, 1.3812, -0.8295], [-0.3510, -0.2610, 0.3196], [0.3887, -0.1776, -0.3874], [-0.3485, 0.3274, 0.0929], [0.0884, 0.0299, -0.2461], [0.2517, -0.3314, 0.0965], [-0.5159, -0.3967, 0.6570], [0.6098, -0.3330, 0.4708], [-0.0450, -0.5574, 0.5607]]}

=====

# 4
{"formula": "C4H10N2O", "method": "ωB97M-V/def2-TZVPD", "charge": 0, "relative_energy_kj_mol": 570.8, "fmax_ha_per_bohr": 0.0841, "orbital_gap_ha": 0.309, "smiles": "[H]/N=C(/C)CCNO", "energy_ha": -342.98405, "elements": ["H", "N", "C", "C", "C", "C", "N", "O", "H", "H", "H", "H", "H", "H", "H", "H", "H"], "xyz": [[1.79161, 1.01250, 1.20447], [1.00541, 1.58249, 0.89060], [0.08383, 0.88075, 0.34205], [-1.12624, 1.59302, -0.20588], [-0.45480, -0.79581, 1.00926], [-0.25518, -1.44133, -0.33567], [0.67445, -0.48210, -1.02786], [2.03238, -0.59260, -0.64793], [-0.81550, 2.44411, -0.82171], [-1.74228, 0.93657, -0.81837], [-1.72643, 1.97777, 0.61815], [-1.49902, -0.69120, 1.29814], [0.18763, -1.19843, 1.79304], [-1.17769, -1.47322, -0.92022], [0.23640, -2.41772, -0.29912], [0.58596, 0.12842, -1.84330], [2.19949, -1.46323, -0.23567]], "forces_ev_per_angstrom": [[-0.3571, 0.0460, 0.4008], [0.0640, -0.6577, -1.4363], [-1.0148, -1.0679, 4.0678], [0.2460, -0.1127, -0.5841], [0.6606, 2.6320, -1.2464], [0.7490, 1.0237, -1.0479], [0.2385, -0.3615, 0.2737], [0.1074, -0.1444, -0.0675], [0.0165, -0.1062, 0.1316], [-0.1549, -0.0562, -0.0069], [0.0288, -0.1158, 0.0332], [0.1110, -0.2075, 0.2616], [-0.1072, 0.3305, 0.0296], [0.2178, -0.2305, -0.0246], [-0.2646, -0.0832, -0.2528], [0.0076, -1.2783, 0.0056], [-0.5486, 0.3896, -0.5374]]}